{
  "formula": "C6H12N2O",
  "method": "the ωB97M-V functional and the def2-TZVPD basis",
  "symbols": ["O", "N", "N", "C", "C", "C", "C", "C", "C", "H", "H", "H", "H", "H", "H", "H", "H", "H", "H", "H", "H"],
  "coordinates": [[-2.759, -0.752, 1.502], [-2.411, 0.152, 0.695], [-1.033, 0.232, 0.625], [-0.256, -0.742, 1.395], [0.592, -1.708, 0.166], [0.123, -0.947, -1.199], [0.983, 0.480, -1.358], [0.943, 1.395, -0.175], [-0.495, 1.561, 0.336], [0.537, -0.388, 2.091], [-1.087, -1.358, 1.741], [0.292, -2.842, 0.320], [1.641, -1.558, 0.402], [-0.983, -0.651, -1.225], [0.195, -1.383, -2.151], [1.966, -0.029, -1.680], [0.520, 0.951, -2.221], [1.433, 0.866, 0.551], [1.381, 2.284, -0.541], [-0.540, 2.443, 1.197], [-1.042, 1.996, -0.473]],
  "forces_ev_per_a": [[-0.6807, 2.1438, -2.6502], [1.4929, -2.0967, 2.9029], [-0.8436, 1.7790, 2.4997], [1.0425, -1.7477, -3.0669], [-3.1537, 0.9629, 0.3738], [-0.1289, 2.0426, 1.6992], [-0.8125, -4.2739, -1.3909], [-1.7599, -0.7970, -1.2054], [0.6759, 1.8797, 0.6667], [-1.2156, 0.1018, -0.3207], [1.0433, -0.1662, 0.9487], [0.5587, 2.4462, -0.6085], [0.1695, -0.1591, -0.3973], [1.6289, -0.8762, 0.4332], [0.9193, -1.4545, -1.0021], [-0.8980, 1.7465, 0.7352], [0.1989, 0.1321, -0.3108], [2.0202, -0.3977, 2.1725], [0.5889, 1.2943, 0.5862], [0.0094, -2.7065, -1.5546], [-0.8554, 0.1466, -0.5107]],
  "nbo_charge": [-0.408, 0.257, -0.266, -0.294, -0.413, -0.411, -0.387, -0.439, -0.209, 0.217, 0.267, 0.224, 0.196, 0.210, 0.207, 0.214, 0.197, 0.200, 0.226, 0.197, 0.213],
  "total_energy_ha": -420.38568,
  "smiles": "O=NN1CCCCCC1",
  "molar_mass_g_mol": 128.17,
  "relative_energy_kcal_mol": 124.4,
  "e_homo_ev": -9.3,
  "max_force_ev_per_a": 4.57
}



{
  "formula": "C15H28N5O4PRbS2Se2",
  "method": "the ωB97M-V functional and the def2-TZVPD basis",
  "symbols": ["Rb", "C", "S", "C", "S", "N", "N", "C", "C", "C", "C", "C", "C", "N", "H", "H", "H", "H", "H", "H", "H", "H", "O", "C", "C", "C", "O", "C", "Se", "C", "Se", "H", "H", "H", "H", "H", "H", "H", "H", "H", "H", "N", "C", "P", "O", "O", "C", "N", "H", "H", "H", "H", "H", "H", "H", "H", "H", "H"],
  "coordinates": [[0.093, 0.924, -1.820], [-1.902, 5.809, 0.105], [-1.262, 6.270, -1.533], [-0.493, 4.689, -1.983], [-1.312, 3.699, -3.059], [0.694, 4.574, -1.507], [1.425, 3.485, -1.469], [2.688, 3.607, -1.697], [3.625, 2.522, -1.600], [5.001, 2.816, -1.645], [5.917, 1.789, -1.623], [5.448, 0.481, -1.582], [4.076, 0.279, -1.521], [3.186, 1.257, -1.510], [-2.403, 6.690, 0.495], [-1.077, 5.524, 0.751], [-2.608, 4.992, -0.005], [3.105, 4.577, -1.982], [5.320, 3.846, -1.692], [6.979, 2.000, -1.649], [6.128, -0.358, -1.591], [3.674, -0.730, -1.508], [-4.682, 0.047, 3.160], [-4.241, -0.620, 2.002], [-2.820, -1.168, 2.210], [-2.860, -2.107, 3.443], [-1.723, -2.909, 3.594], [-1.943, 0.060, 2.449], [-0.076, -0.229, 3.022], [-2.352, -1.976, 0.996], [-3.708, -2.348, -0.407], [-5.575, 0.369, 3.002], [-4.239, 0.060, 1.134], [-4.909, -1.468, 1.775], [-3.701, -2.801, 3.320], [-3.035, -1.492, 4.334], [-0.981, -2.318, 3.810], [-2.390, 0.653, 3.249], [-1.882, 0.665, 1.535], [-2.007, -2.957, 1.337], [-1.538, -1.468, 0.473], [1.769, -1.572, 0.829], [1.365, -2.936, 0.457], [1.232, -2.896, -1.434], [2.440, -3.523, -2.014], [0.967, -1.441, -1.737], [-0.323, -3.859, -1.837], [-1.271, -2.966, -2.496], [2.719, -1.495, 1.188], [1.105, -1.123, 1.565], [1.679, -1.021, -0.054], [0.434, -3.196, 0.956], [2.131, -3.657, 0.733], [-0.782, -4.292, -0.943], [-0.011, -4.685, -2.484], [-2.716, -2.606, -1.444], [-1.611, -3.357, -3.368], [-0.761, -2.112, -2.728]],
  "forces_ev_per_a": [[-0.3488, 0.8106, 0.0006], [0.2739, -0.0506, -0.4712], [-0.1478, 0.0831, 0.1413], [0.0125, 0.0971, -0.2393], [-0.3771, -0.6537, -0.4027], [0.5391, 1.7393, 0.9908], [0.5993, -1.2627, -0.4418], [-1.0096, 1.0116, -0.0466], [0.7870, -0.7446, 0.0530], [-0.4168, 0.0137, 0.0037], [-0.0647, -0.2947, -0.0103], [0.1007, 0.1726, 0.0709], [0.2810, -0.2826, 0.0129], [-0.3264, 0.2603, -0.0952], [-0.0584, 0.0436, 0.1080], [0.0068, -0.0171, 0.1347], [-0.0814, -0.0500, 0.0867], [-0.1435, 0.0010, 0.1251], [0.0077, 0.1007, -0.0249], [-0.0087, -0.0222, -0.0135], [-0.0100, -0.0846, -0.0081], [-0.0047, -0.0401, -0.0190], [-0.2727, 0.2724, 0.5359], [0.0566, -0.4230, -0.7347], [-0.3575, 0.1970, 0.1946], [-0.3164, 0.3691, -0.0929], [0.2616, -0.4415, 0.2522], [0.4483, 0.0820, 0.0353], [0.2307, -0.0446, 0.1602], [0.0765, -0.3733, -0.3891], [-0.7155, 0.1687, 0.6017], [0.1275, -0.0268, 0.0103], [-0.0298, -0.1919, 0.1849], [0.0334, 0.1948, 0.0213], [-0.0204, 0.1254, 0.0584], [-0.0565, -0.1118, -0.0492], [0.0904, 0.1360, -0.1958], [0.0370, 0.0207, -0.2458], [-0.2773, -0.0747, 0.1691], [0.1135, 0.3140, -0.1210], [-0.0094, -0.0576, 0.1385], [0.2723, 0.6357, -0.1362], [0.0412, -0.4687, -0.8170], [-0.2336, -1.1427, 0.5027], [0.2604, -0.3559, -0.0245], [-0.1031, -0.1913, 0.2220], [0.5593, 0.1160, 0.0033], [0.2886, 0.3156, -0.7622], [-0.1200, -0.0750, -0.1326], [-0.2703, 0.0705, 0.0922], [0.1332, 0.0553, 0.4573], [-0.0804, 0.1626, 0.0471], [-0.0120, 0.0306, 0.0222], [0.1096, 0.0381, 0.0983], [0.0389, 0.0675, 0.1008], [0.3744, -0.1071, -0.2491], [0.0097, -0.0186, 0.1080], [-0.2984, -0.0980, -0.0214]],
  "nbo_charge": [0.939, -0.730, 0.173, -0.073, -0.415, -0.399, -0.214, -0.032, 0.166, -0.242, -0.170, -0.277, 0.040, -0.455, 0.215, 0.217, 0.217, 0.169, 0.214, 0.211, 0.218, 0.208, -0.732, -0.054, -0.167, -0.056, -0.767, -0.527, -0.558, -0.517, -0.111, 0.468, 0.174, 0.163, 0.167, 0.178, 0.493, 0.227, 0.195, 0.234, 0.207, -0.776, -0.610, 2.135, -1.135, -1.243, -0.596, -0.836, 0.412, 0.413, 0.448, 0.242, 0.230, 0.205, 0.216, 0.142, 0.366, 0.385],
  "total_energy_ha": -7127.89707,
  "total_charge": -1,
  "molar_mass_g_mol": 680.92,
  "relative_energy_kcal_mol": 9.6,
  "e_homo_ev": -4.8,
  "max_force_ev_per_a": 2.07
}



Number 1: gap between HOMO and LUMO 9.69 eV. Number 2: gap between HOMO and LUMO 6.80 eV.